Record 1
61
Properties=species:S:1:pos:R:3:forces:R:3 method="wB97M-V/def2-TZVPD" orbital_gap_ev=9.9431 fmax_ev_per_a=0.78 energy_ha=-1856.78444 molar_mass_g_mol=455.6
O 2.9481 -2.8137 -0.1846 0.4 -0.1 -0.1
C 1.8342 -2.6418 0.2711 -0.2 0.0 0.7
N 0.7012 -2.6550 -0.4354 -0.6 0.0 -0.3
H -0.1595 -2.4007 0.0334 0.2 0.0 0.2
C 0.6490 -2.9506 -1.8526 0.3 -0.1 -0.4
C -0.3307 -2.0125 -2.5552 0.0 0.0 0.2
C -1.7778 -2.2921 -2.1547 0.0 -0.1 -0.3
C -2.1365 -3.7533 -2.4081 -0.1 0.0 0.3
C -1.1859 -4.6764 -1.6528 0.0 -0.1 -0.3
C 0.2557 -4.4162 -2.0792 0.0 0.1 0.2
H 0.9392 -5.0583 -1.5208 0.1 0.0 -0.1
H 0.3684 -4.6449 -3.1405 0.0 0.0 -0.1
H -1.2890 -4.5076 -0.5790 0.0 -0.1 0.1
H -1.4428 -5.7189 -1.8512 0.0 0.0 0.1
H -3.1658 -3.9417 -2.0969 0.0 0.0 -0.1
H -2.0667 -3.9613 -3.4784 0.0 0.0 -0.1
H -1.9282 -2.0516 -1.0995 -0.1 0.1 0.1
H -2.4410 -1.6464 -2.7328 0.0 0.1 0.1
H -0.0719 -0.9814 -2.3097 0.1 0.0 -0.1
H -0.2245 -2.1438 -3.6337 0.0 0.0 -0.1
H 1.6642 -2.7921 -2.2350 -0.2 0.0 0.1
C 1.5960 -2.4108 1.7746 -0.1 -0.2 -0.2
N 1.3955 -1.0171 2.1327 0.1 -0.2 0.0
C 0.1625 -0.4933 2.0003 -0.1 0.2 0.2
O -0.7692 -1.1219 1.5101 -0.2 -0.1 0.0
C -0.0751 0.8808 2.6096 0.2 0.1 0.1
N -1.4299 1.3254 2.4179 -0.1 0.6 -0.5
S -1.6725 2.6008 1.3765 -0.3 -0.1 0.2
O -2.9540 3.1518 1.6945 -0.1 -0.3 -0.1
O -0.5093 3.4371 1.4785 0.2 -0.2 -0.1
C -1.7697 1.9541 -0.2947 0.0 0.3 0.7
C -3.0203 1.6592 -0.8036 -0.1 0.0 0.0
C -3.1435 1.2493 -2.1194 0.1 0.0 -0.1
C -1.9969 1.1637 -2.8917 0.0 0.1 0.2
C -0.7393 1.4525 -2.3878 -0.2 0.0 -0.1
C -0.6284 1.8466 -1.0648 0.1 0.0 -0.1
H 0.3322 2.0727 -0.6338 0.1 0.0 0.0
H 0.1254 1.3828 -3.0287 0.1 0.0 -0.1
F -2.1088 0.7850 -4.1789 0.0 0.0 0.1
H -4.1028 1.0144 -2.5522 -0.1 0.0 -0.1
H -3.8821 1.7796 -0.1671 -0.2 0.0 0.0
H -2.0755 0.5618 2.2650 -0.2 -0.1 -0.1
H 0.5696 1.6385 2.1682 0.2 -0.2 0.2
H 0.1268 0.8191 3.6879 0.1 0.0 -0.2
C 2.5758 -0.2341 2.4234 0.2 0.4 -0.4
H 3.3220 -0.8969 2.8675 -0.1 0.1 0.0
H 2.3331 0.5492 3.1417 0.1 0.0 0.1
C 3.1806 0.3956 1.1473 0.3 -0.4 0.3
C 4.4171 1.2392 1.4777 -0.2 0.0 -0.1
H 5.0987 1.2455 0.6274 0.0 0.0 0.0
H 4.9478 0.8676 2.3508 0.1 0.0 0.0
C 3.8160 2.6287 1.6838 -0.2 -0.1 -0.1
H 3.4188 2.7327 2.6939 0.0 0.0 0.0
H 4.5284 3.4298 1.5047 0.0 0.1 0.0
C 2.6847 2.6281 0.6594 0.1 0.4 -0.1
H 1.8326 3.2490 0.9508 0.1 -0.1 -0.1
H 3.0509 2.9615 -0.3208 0.0 0.0 0.1
O 2.2457 1.2749 0.5399 -0.2 -0.1 0.0
H 3.4006 -0.4086 0.4365 0.0 0.1 0.1
H 2.4649 -2.7866 2.3176 -0.1 0.0 -0.1
H 0.7047 -2.9655 2.0809 0.1 0.0 0.0

Record 2
45
Properties=species:S:1:pos:R:3:forces:R:3 method="wB97M-V/def2-TZVPD" orbital_gap_ev=7.4062 total_charge=-3 fmax_ev_per_a=4.80 energy_ha=-4752.34432 molar_mass_g_mol=707.4 e_above_lowest_kj_mol=136.5
K -0.4133 0.2344 0.1922 0.3 -0.2 -0.1
C -1.1815 0.5853 -4.7700 0.8 -1.7 0.2
F -0.4163 1.6763 -4.6272 -0.3 0.5 0.3
F -2.4553 0.8622 -4.4966 0.1 0.4 0.0
F -1.1062 0.2870 -6.0946 -0.3 -0.1 0.2
S -0.4445 -0.8278 -3.6562 -3.3 -3.1 1.5
O 0.7949 -1.0752 -4.3315 0.3 0.1 -0.5
O -0.3700 -0.2227 -2.3393 0.4 1.3 -0.6
O -1.4397 -1.9725 -3.5607 2.3 2.9 -1.6
C 2.5901 -1.2146 2.7890 1.7 -1.2 -1.0
F 1.9284 -2.3406 3.1525 -0.3 0.5 -0.1
F 1.7844 -0.4060 2.1083 -0.2 -0.1 0.2
F 2.9745 -0.6053 3.9111 -0.1 0.1 0.0
S 4.1424 -1.7504 1.7183 2.0 0.2 0.0
O 4.6524 -2.9712 2.3411 -0.9 0.2 0.5
O 3.7205 -1.9469 0.3536 -0.9 0.2 0.3
O 5.0840 -0.6377 1.8886 -1.0 -0.2 0.2
C 3.4037 2.9093 1.5720 -2.1 0.2 0.7
F 3.8692 1.7863 2.0325 0.6 -0.7 0.4
F 4.1391 3.9278 1.9856 0.9 0.6 0.4
F 3.4962 2.8786 0.2390 -0.2 0.1 -0.5
S 1.6111 3.1855 2.2118 -0.8 0.3 0.4
O 1.5077 2.7859 3.6092 0.8 -0.6 -0.6
O 1.4544 4.6370 2.1301 0.1 -0.4 -1.1
O 0.8333 2.3452 1.2917 0.8 0.9 0.5
C -5.0483 -1.7213 0.5769 1.7 -1.1 -2.9
F -6.1505 -2.3744 0.2147 -0.9 0.3 0.2
F -5.2611 -0.4027 0.5479 -0.3 0.1 0.5
F -4.7084 -2.1211 1.7752 0.0 0.2 1.6
S -3.6950 -2.2651 -0.6665 0.8 -2.6 -1.7
O -2.4559 -1.6503 -0.2112 -0.7 0.2 1.2
O -3.7197 -3.7493 -0.6357 -0.2 1.9 1.4
O -4.0813 -1.8114 -1.9642 -1.3 1.2 -0.2
O -2.4848 0.6880 2.0136 -0.1 0.2 0.1
H -2.0814 0.4234 2.8428 0.2 0.0 0.2
H -3.2145 0.0769 1.8935 -0.1 -0.2 -0.2
O -1.1835 3.0112 -0.4468 -0.4 0.0 -0.3
H -0.4140 3.5835 -0.4755 0.3 -0.1 0.3
H -1.4322 2.8917 -1.3660 -0.1 -0.1 -0.2
O 2.2063 0.3935 -1.0584 -0.1 0.0 0.0
H 2.9839 0.7922 -0.6629 0.2 -0.1 0.2
H 1.7927 1.1056 -1.5504 -0.1 0.0 -0.2
O -0.1145 -2.9244 -0.4116 0.7 -0.2 0.1
H -0.0684 -3.4441 0.3924 0.1 -0.1 0.1
H -1.0289 -2.6318 -0.4583 -0.4 0.1 -0.2

Record 3
31
Properties=species:S:1:pos:R:3:forces:R:3 method="wB97M-V/def2-TZVPD" orbital_gap_ev=8.9285 total_charge=-1 fmax_ev_per_a=10.59 energy_ha=-3708.57888 molar_mass_g_mol=411.1
C 1.9541 0.6807 2.2600 0.9 1.1 0.3
C 1.5900 1.5995 0.9520 1.3 -0.1 -0.5
C 2.9371 1.5406 -0.0377 -1.1 -0.7 -0.4
C 0.3442 1.0497 0.0391 -0.2 -0.6 -0.3
C -0.7014 0.0532 0.8140 -3.7 1.9 1.7
C -1.9920 0.5257 1.4541 3.1 -3.0 -1.3
C -2.6456 2.0276 1.5467 0.0 0.5 -0.1
F -2.9543 2.6246 0.2111 0.9 -1.9 4.6
F -1.6084 2.9305 2.1627 -3.7 -2.6 -1.8
F -3.9047 2.0177 2.3687 4.6 0.4 -2.9
C -2.6659 -0.8555 2.0262 -5.9 1.2 0.6
O -3.9997 -0.9886 2.2579 9.7 0.2 -1.2
O -1.6066 -1.8734 2.1743 -1.0 2.0 -3.2
C -0.6676 -1.5936 1.0456 3.4 -3.1 -3.6
O 0.0307 -2.5170 0.3278 -5.3 6.9 6.0
H 1.0494 0.4194 2.9549 1.6 0.3 -1.5
H 2.6969 1.3340 2.9280 -1.6 -1.4 -1.4
H 2.5864 -0.2515 1.9139 -1.6 1.7 0.8
H 1.4376 2.7439 1.2129 0.0 -2.5 -0.2
H 3.8379 2.1603 0.3797 -1.8 -1.2 -0.8
H 3.1984 0.3862 -0.1487 -0.3 2.5 0.3
H 2.6245 1.8876 -1.1351 0.8 -0.5 2.5
H 0.8137 0.4527 -0.8739 -1.3 1.1 1.9
H -0.2565 2.0015 -0.3493 1.1 -2.4 0.8
F 0.0532 -1.2530 -2.6425 -0.3 -1.2 -1.1
As -0.2996 -2.6223 -3.7837 -0.1 -0.4 -0.2
F 0.3433 -1.6358 -5.1672 -0.7 -1.0 1.6
F -1.9619 -1.9498 -4.0770 1.9 -0.7 0.4
F -0.6528 -3.9917 -4.9241 0.4 1.5 1.3
F -0.9428 -3.6088 -2.4000 0.7 1.2 -1.6
F 1.3626 -3.2947 -3.4906 -1.8 0.8 -0.3

Record 4
16
Properties=species:S:1:pos:R:3:forces:R:3 method="wB97M-V/def2-TZVPD" orbital_gap_ev=10.8469 total_charge=+1 fmax_ev_per_a=1.24 energy_ha=-230.15780 molar_mass_g_mol=75.1 e_above_lowest_kj_mol=64.5
N -0.7781 0.6720 -1.4851 -0.8 -0.6 -0.7
C 0.5235 1.0669 -0.8727 -0.6 0.2 -0.1
C 0.3977 0.7141 0.6036 0.6 -0.2 -0.1
N -0.4320 -0.4634 0.7327 -0.6 -0.4 0.6
C 0.2391 -1.7221 1.1098 0.0 0.2 -0.8
H -1.1038 -0.1026 -0.8033 0.3 0.3 0.2
H -1.5324 1.3720 -1.5483 0.7 -0.1 -0.1
H -0.6803 0.1835 -2.3795 0.0 0.6 0.0
H 1.2839 0.4695 -1.3472 0.3 0.0 -0.3
H 0.7097 2.1281 -0.9760 0.1 0.0 -0.4
H 1.4306 0.5405 0.9339 -0.4 0.2 0.4
H -0.0426 1.5649 1.1079 0.0 0.0 0.4
H -1.2082 -0.3021 1.3687 0.3 0.1 0.0
H 1.0184 -1.5399 1.8362 0.1 -0.1 0.4
H 0.6938 -2.1919 0.2303 -0.1 0.1 0.1
H -0.5193 -2.3895 1.4892 0.0 -0.3 0.2

Record 5
44
Properties=species:S:1:pos:R:3:forces:R:3 method="wB97M-V/def2-TZVPD" orbital_gap_ev="5.8432 / 4.0312" multiplicity=5 total_charge=+1 fmax_ev_per_a=0.31 energy_ha=-4162.37633 molar_mass_g_mol=729.4 e_above_lowest_kj_mol=0.0
Pt -1.0720 0.1415 0.0808 -0.1 -0.1 0.2
C -3.5230 4.4540 -1.6932 0.0 0.0 0.0
S -2.4691 4.6067 -0.2385 0.0 -0.1 0.0
C -2.1172 2.9351 0.1507 0.0 0.2 0.2
S -2.1080 1.6916 -1.1094 0.0 0.1 -0.3
N -1.8019 2.6764 1.3646 0.0 -0.3 -0.1
N -1.3251 1.4064 1.5507 -0.1 0.2 0.1
C -1.4266 0.8643 2.7754 0.0 -0.1 0.0
C -1.2386 -0.5253 2.8643 -0.1 0.1 0.0
C -1.1598 -1.2596 4.0679 0.0 0.0 0.0
C -1.0157 -2.6177 4.0190 0.0 0.0 0.0
C -0.9452 -3.2683 2.7719 0.0 -0.1 0.1
C -1.0220 -2.5165 1.6299 0.0 0.1 -0.1
N -1.1774 -1.1838 1.6628 0.2 -0.2 0.1
H -3.7825 5.4789 -1.9537 0.0 0.0 0.0
H -4.4348 3.9053 -1.4704 0.0 0.0 0.0
H -2.9996 4.0078 -2.5348 0.0 0.0 0.0
H -1.6867 1.5009 3.6077 0.0 0.0 0.0
H -1.2208 -0.7307 5.0090 0.0 0.0 0.0
H -0.9566 -3.1902 4.9345 0.0 0.0 0.0
H -0.8360 -4.3403 2.7036 0.0 0.0 0.0
H -0.9706 -2.9569 0.6428 0.0 0.0 0.0
Cl 0.5648 -4.0943 -5.3683 0.0 0.0 0.0
C 0.7107 -2.6889 -4.4209 -0.1 -0.1 0.1
C 1.5981 -1.6988 -4.7590 0.1 0.2 0.0
Cl 2.5811 -1.8425 -6.1339 0.0 0.0 0.0
C 1.7076 -0.5173 -3.9473 -0.1 -0.1 0.0
Cl 2.7999 0.6847 -4.3416 0.0 0.0 0.0
C 0.8966 -0.3008 -2.7663 0.0 0.0 0.0
O 0.9903 0.7163 -2.0909 0.0 0.0 0.0
C -0.0505 -1.3864 -2.4103 0.0 -0.1 0.0
O -0.8017 -1.3418 -1.4109 0.0 0.2 0.0
C -0.1107 -2.5482 -3.2563 0.1 0.1 -0.1
Cl -1.1937 -3.7540 -2.8369 0.0 0.0 0.0
C 3.2450 0.1029 2.4528 0.0 0.0 0.0
S 1.9775 0.8953 1.4770 -0.1 0.0 0.0
C 3.0227 1.6606 0.2459 0.0 0.0 0.0
O 1.2795 -0.2524 0.7760 0.0 -0.1 -0.1
H 3.8009 -0.5885 1.8211 0.0 0.0 0.0
H 2.7432 -0.4351 3.2543 0.0 0.0 0.0
H 3.9014 0.8639 2.8742 0.0 0.0 0.0
H 3.5369 2.5097 0.6954 0.0 0.0 0.0
H 2.3581 2.0038 -0.5441 0.0 0.0 0.0
H 3.7317 0.9319 -0.1456 0.0 0.0 0.0

Repeat the fifth record exactly.
44
Properties=species:S:1:pos:R:3:forces:R:3 method="wB97M-V/def2-TZVPD" orbital_gap_ev="5.8432 / 4.0312" multiplicity=5 total_charge=+1 fmax_ev_per_a=0.31 energy_ha=-4162.37633 molar_mass_g_mol=729.4 e_above_lowest_kj_mol=0.0
Pt -1.0720 0.1415 0.0808 -0.1 -0.1 0.2
C -3.5230 4.4540 -1.6932 0.0 0.0 0.0
S -2.4691 4.6067 -0.2385 0.0 -0.1 0.0
C -2.1172 2.9351 0.1507 0.0 0.2 0.2
S -2.1080 1.6916 -1.1094 0.0 0.1 -0.3
N -1.8019 2.6764 1.3646 0.0 -0.3 -0.1
N -1.3251 1.4064 1.5507 -0.1 0.2 0.1
C -1.4266 0.8643 2.7754 0.0 -0.1 0.0
C -1.2386 -0.5253 2.8643 -0.1 0.1 0.0
C -1.1598 -1.2596 4.0679 0.0 0.0 0.0
C -1.0157 -2.6177 4.0190 0.0 0.0 0.0
C -0.9452 -3.2683 2.7719 0.0 -0.1 0.1
C -1.0220 -2.5165 1.6299 0.0 0.1 -0.1
N -1.1774 -1.1838 1.6628 0.2 -0.2 0.1
H -3.7825 5.4789 -1.9537 0.0 0.0 0.0
H -4.4348 3.9053 -1.4704 0.0 0.0 0.0
H -2.9996 4.0078 -2.5348 0.0 0.0 0.0
H -1.6867 1.5009 3.6077 0.0 0.0 0.0
H -1.2208 -0.7307 5.0090 0.0 0.0 0.0
H -0.9566 -3.1902 4.9345 0.0 0.0 0.0
H -0.8360 -4.3403 2.7036 0.0 0.0 0.0
H -0.9706 -2.9569 0.6428 0.0 0.0 0.0
Cl 0.5648 -4.0943 -5.3683 0.0 0.0 0.0
C 0.7107 -2.6889 -4.4209 -0.1 -0.1 0.1
C 1.5981 -1.6988 -4.7590 0.1 0.2 0.0
Cl 2.5811 -1.8425 -6.1339 0.0 0.0 0.0
C 1.7076 -0.5173 -3.9473 -0.1 -0.1 0.0
Cl 2.7999 0.6847 -4.3416 0.0 0.0 0.0
C 0.8966 -0.3008 -2.7663 0.0 0.0 0.0
O 0.9903 0.7163 -2.0909 0.0 0.0 0.0
C -0.0505 -1.3864 -2.4103 0.0 -0.1 0.0
O -0.8017 -1.3418 -1.4109 0.0 0.2 0.0
C -0.1107 -2.5482 -3.2563 0.1 0.1 -0.1
Cl -1.1937 -3.7540 -2.8369 0.0 0.0 0.0
C 3.2450 0.1029 2.4528 0.0 0.0 0.0
S 1.9775 0.8953 1.4770 -0.1 0.0 0.0
C 3.0227 1.6606 0.2459 0.0 0.0 0.0
O 1.2795 -0.2524 0.7760 0.0 -0.1 -0.1
H 3.8009 -0.5885 1.8211 0.0 0.0 0.0
H 2.7432 -0.4351 3.2543 0.0 0.0 0.0
H 3.9014 0.8639 2.8742 0.0 0.0 0.0
H 3.5369 2.5097 0.6954 0.0 0.0 0.0
H 2.3581 2.0038 -0.5441 0.0 0.0 0.0
H 3.7317 0.9319 -0.1456 0.0 0.0 0.0